C3H10NO | the ωB97M-V functional and the def2-TZVPD basis

Geometry as ORCA input:
```
! RIJCOSX wB97M-V def2-TZVPD def2/J DEFGRID3
* xyz 1 1
C -0.570 -1.450 2.015
O 0.563 -0.659 1.623
H -0.312 -2.303 2.643
H -1.178 -0.770 2.615
H -1.164 -1.743 1.142
H 1.386 -1.119 1.861
C 0.427 -0.067 -1.876
C -0.287 2.086 -0.974
N 0.176 0.926 -0.758
H 1.446 -0.378 -1.666
H 0.369 0.532 -2.777
H -0.324 -0.848 -1.819
H -0.789 2.302 -1.911
H -0.145 2.919 -0.295
H 0.403 0.573 0.178
*
```

Properties
Frontier orbital gap: 0.356 Eh
E: -250.00283 a.u.
Energy relative to the best compared isomer or geometry (same formula, charge and spin): 32.0 kcal per mole

C3H10NO | the ωB97M-V functional and the def2-TZVPD basis

Geometry as ORCA input:
```
! RIJCOSX wB97M-V def2-TZVPD def2/J DEFGRID3
* xyz 2 2
C -1.080 2.281 -1.269
O -0.692 0.874 -1.143
H -0.380 2.765 -1.946
H -1.060 2.722 -0.275
H -2.107 2.412 -1.571
H -1.262 0.353 -1.727
C 0.284 -1.097 1.216
C 0.625 -2.474 1.216
N 0.987 -0.189 0.393
H -0.476 -0.728 1.901
H 0.081 -3.188 1.809
H 1.431 -2.881 0.608
H 1.640 -0.659 -0.240
H 1.499 0.509 0.972
H 0.222 0.429 -0.214
*
```

Properties
Frontier orbital gap (spin up / spin down): 0.335 / 0.198 Eh
E: -249.46693 a.u.
Energy relative to the best compared isomer or geometry (same formula, charge and spin): 84.1 kcal per mole

C3H10NO | the ωB97M-V functional and the def2-TZVPD basis

Geometry as ORCA input:
```
! RIJCOSX wB97M-V def2-TZVPD def2/J DEFGRID3
* xyz 2 2
C 1.163 -0.322 1.191
O 2.396 0.173 0.514
C -0.099 0.326 0.860
C -1.342 -0.426 0.618
N -0.589 0.293 -2.212
H 1.425 -0.331 2.266
H 1.200 -1.349 0.811
H 2.290 1.099 0.238
H -0.199 1.382 1.208
H -1.825 -0.949 1.469
H -2.089 0.248 0.185
H -1.159 -1.231 -0.117
H -0.477 -0.404 -2.994
H 0.080 0.271 -1.433
H -0.774 1.222 -2.604
*
```

Properties
Frontier orbital gap (spin up / spin down): 0.266 / 0.195 Eh
E: -249.37479 a.u.
Energy relative to the best compared isomer or geometry (same formula, charge and spin): 141.9 kcal per mole

C3H10NO2 | the ωB97M-V functional and the def2-TZVPD basis

Geometry as ORCA input:
```
! RIJCOSX wB97M-V def2-TZVPD def2/J DEFGRID3
* xyz -1 1
C 0.898 0.377 0.904
O 2.566 0.367 0.264
C 0.227 -0.735 0.101
C 0.167 -0.245 -1.360
N -1.117 -1.094 0.530
H 1.201 0.068 1.892
H 0.198 1.211 1.073
H 0.866 -1.612 0.141
H -0.348 0.710 -1.428
H -0.388 -1.000 -1.938
H 1.181 -0.164 -1.706
H -1.124 -1.142 1.548
H -1.812 -0.368 0.229
H 1.769 1.056 0.341
H -2.611 1.321 -1.242
O -2.449 1.131 -0.312
*
```

Properties
Frontier orbital gap: 0.258 Eh
E: -325.40448 a.u.
Energy relative to the best compared isomer or geometry (same formula, charge and spin): 94.3 kcal per mole

C3H10NO2 | the ωB97M-V functional and the def2-TZVPD basis

Geometry as ORCA input:
```
! RIJCOSX wB97M-V def2-TZVPD def2/J DEFGRID3
* xyz -1 1
C 0.558 1.459 -0.212
N -0.333 0.244 -0.272
C 0.063 -0.850 0.714
C 1.307 -1.557 0.108
O 0.915 -2.011 -1.101
H -0.029 2.336 -0.312
H 1.329 1.293 -0.988
H 1.127 1.565 0.829
H -0.052 -0.436 -1.054
H -0.748 -1.612 0.638
H 0.226 -0.435 1.761
H 1.641 -2.439 0.845
H 2.158 -0.736 0.131
H -3.459 0.695 -0.626
H -1.884 1.032 -0.203
O -2.818 1.453 -0.260
*
```

Properties
Frontier orbital gap: 0.266 Eh
E: -325.49359 a.u.
Energy relative to the best compared isomer or geometry (same formula, charge and spin): 38.3 kcal per mole

C3H10NO2 | the ωB97M-V functional and the def2-TZVPD basis

Geometry as ORCA input:
```
! RIJCOSX wB97M-V def2-TZVPD def2/J DEFGRID3
* xyz -1 1
C 0.718 -0.406 0.630
O 0.942 -0.997 -0.566
C -0.820 -0.109 0.843
C -1.208 1.085 -0.013
N -1.649 -1.301 0.528
H 1.199 0.592 0.790
H 0.997 -1.012 1.528
H -0.946 0.181 1.890
H -0.692 1.001 -0.976
H -2.292 1.087 -0.190
H -0.810 2.003 0.433
H -1.563 -1.336 -0.486
H -1.035 -2.044 0.861
H 1.723 0.121 -1.393
H 3.146 0.339 -1.922
O 2.290 0.795 -1.959
*
```

Properties
Frontier orbital gap: 0.287 Eh
E: -325.54962 a.u.
Energy relative to the best compared isomer or geometry (same formula, charge and spin): 3.2 kcal per mole